ORCA calculation (wB97M-V/def2-TZVPD) on C30H45F6IrN4O4S2SbSi3 as an isolated structure at a distorted geometry.

Last column: Löwdin charge in e.
Cartesian coordinates (Å):
Ir: 0.41373 -0.19716 0.06454  0.91
C: -1.53743 -0.77753 2.26030  -0.34
Sb: -2.45971 -1.81843 0.55250  1.57
C: -2.47431 1.32878 -0.50527  -0.44
C: -3.24341 1.93227 0.40102  0.00
C: -1.20095 3.55839 1.59059  -0.15
C: -2.17781 4.47096 1.57787  -0.04
C: -3.44570 4.35391 2.27284  0.00
C: -4.30671 3.33197 2.05774  -0.08
N: -3.98394 2.28267 1.27883  0.20
Si: -2.98964 0.80735 -2.31658  0.62
C: -1.51149 -0.29574 -2.82831  -0.15
C: -3.05629 2.32000 -3.47223  -0.15
C: -4.66711 -0.09781 -2.28285  -0.17
C: -1.22316 -3.72107 0.39769  -0.58
C: 0.02373 -3.49124 -0.32202  -0.43
C: 0.85841 -4.60084 -0.56739  -0.04
C: 1.99266 -4.48490 -1.33131  -0.01
C: 2.27198 -3.25799 -1.92963  -0.03
C: 1.45170 -2.20033 -1.63282  -0.16
N: 0.38991 -2.28296 -0.80367  -0.03
Si: -0.94855 -4.45798 2.20229  0.53
C: -0.72455 -6.35062 2.19525  -0.16
C: 0.66756 -3.64839 2.81758  -0.15
C: -2.42096 -4.07238 3.35252  -0.17
Si: -2.39644 -4.86989 -0.70200  0.50
C: -1.61500 -6.49527 -1.31318  -0.15
C: -2.78959 -3.86423 -2.27514  -0.18
C: -3.96892 -5.16926 0.32300  -0.16
H: -2.16546 0.06673 2.52645  0.00
H: -0.56664 -0.38466 1.91653  -0.07
H: -1.39520 -1.41027 3.12944  0.00
H: -1.17734 2.72143 2.27555  0.13
H: -2.07760 5.35332 0.95764  0.14
H: -3.77697 5.19415 2.86580  0.13
H: -5.28785 3.28863 2.50685  0.13
H: -0.69245 -0.20568 -2.10449  -0.03
H: -1.12609 0.01272 -3.79522  0.05
H: -1.77501 -1.34454 -2.90667  0.00
H: -2.06738 2.73300 -3.65903  0.03
H: -3.67066 3.12644 -3.08190  0.04
H: -3.47740 2.02061 -4.42965  0.05
H: -4.75107 -0.88970 -1.54034  -0.01
H: -4.82838 -0.54342 -3.25920  0.04
H: -5.48580 0.59599 -2.11814  0.04
H: 0.59168 -5.54796 -0.13580  0.09
H: 2.64692 -5.32948 -1.47171  0.13
H: 3.10761 -3.13759 -2.59546  0.12
H: 1.63358 -1.22669 -2.07686  0.11
H: 0.16083 -6.68649 1.66567  0.03
H: -1.58398 -6.86975 1.78614  0.02
H: -0.61540 -6.67597 3.22586  0.05
H: 1.48894 -3.87891 2.14606  0.02
H: 0.92661 -4.02576 3.80155  0.05
H: 0.57701 -2.57065 2.89580  0.00
H: -3.07831 -4.93096 3.43890  0.04
H: -3.02911 -3.23041 3.02602  -0.01
H: -2.06303 -3.85673 4.35487  0.05
H: -0.84404 -6.31997 -2.05796  0.04
H: -2.39573 -7.07666 -1.79523  0.05
H: -1.19882 -7.11828 -0.53061  0.02
H: -1.88011 -3.51309 -2.75394  0.03
H: -3.42996 -3.01003 -2.06756  -0.01
H: -3.30562 -4.49076 -2.99503  0.05
H: -3.81805 -5.89453 1.11428  0.03
H: -4.74956 -5.56293 -0.31887  0.04
H: -4.34846 -4.25482 0.77158  0.01
F: -0.65325 6.09263 -1.83985  0.15
C: 0.19261 5.18016 -1.38304  -0.67
F: 1.12406 4.94114 -2.31687  0.12
F: 0.81787 5.67923 -0.30769  0.11
S: -0.70209 3.46023 -1.05651  1.10
O: -1.15900 1.46863 -0.40351  -0.43
O: -2.07263 3.86868 -1.01345  -0.38
N: -0.14700 3.58485 0.66788  -0.32
S: 1.07725 2.54136 0.81431  0.66
O: 1.46588 2.05274 -0.47696  -0.32
O: 0.87676 1.54491 1.82957  -0.31
C: 2.52992 3.58749 1.41016  -0.65
F: 3.41123 2.73405 1.92960  0.16
F: 2.14245 4.44039 2.33821  0.19
F: 3.08968 4.21973 0.40109  0.19
N: 2.34509 -0.89678 1.26371  0.06
C: 3.53056 -1.33238 0.60192  -0.31
C: 4.14832 -2.52860 0.95719  -0.03
C: 5.29174 -2.93880 0.29475  -0.06
C: 5.83170 -2.15883 -0.71534  -0.06
C: 5.22895 -0.95589 -1.05637  -0.06
C: 4.07931 -0.54461 -0.40781  -0.04
H: 2.47480 0.03120 1.66388  0.08
H: 2.11024 -1.54262 2.01636  0.08
H: 3.76369 -3.11924 1.77609  0.11
H: 5.77545 -3.86238 0.57366  0.12
H: 6.72755 -2.47457 -1.22737  0.11
H: 5.65694 -0.33554 -1.82716  0.12
H: 3.59308 0.38586 -0.66596  0.10

net charge: +2
HOMO level (spin up / spin down): -13.3199 / -13.4465 eV
electronic energy: -4298.0209 Ha
ΔE to the lowest compared entry with this formula, charge and spin: 5.526 eV
multiplicity: 2
LUMO energy (spin up / spin down): -7.43 / -7.67 eV

---

ORCA calculation (wB97M-V/def2-TZVPD) on a 9-piece molecular cluster, C30H45N11O2 overall at a distorted geometry.

Last column: Löwdin charge in e.
Cartesian coordinates (Å):
C: -6.19860 -0.74500 1.39003  -0.79
O: -6.20792 -1.23950 2.53115  0.00
N: -5.38294 0.15271 0.97360  0.17
N: -6.90476 -1.26575 0.44770  0.16
H: -4.50920 0.27146 1.46612  0.12
H: -5.48466 0.59113 0.06942  0.11
H: -7.68892 -1.87583 0.62936  0.13
H: -6.84013 -0.81815 -0.45540  0.11
C: 2.23911 7.34601 -5.96493  -0.86
O: 1.96781 7.71210 -7.12011  0.00
N: 3.21566 7.77299 -5.30092  0.17
N: 1.66812 6.43167 -5.36513  0.18
H: 3.38640 7.51619 -4.33915  0.12
H: 3.73994 8.57830 -5.61189  0.13
H: 1.95538 6.17658 -4.43105  0.12
H: 0.88333 5.95893 -5.79027  0.14
C: 6.38047 -6.83673 6.30879  -0.11
C: 5.92065 -7.40295 4.94577  -0.25
C: 5.62416 -6.29431 3.91555  -0.20
C: 4.44258 -5.45752 4.20624  -0.22
N: 3.51951 -4.76356 4.38775  0.12
H: 6.87916 -7.63945 6.85198  0.06
H: 5.48064 -6.77549 6.92088  0.07
H: 6.90176 -5.88660 6.42541  0.08
H: 5.09196 -8.11032 4.97769  0.11
H: 6.75936 -7.95521 4.52188  0.10
H: 5.40670 -6.87139 3.01679  0.11
H: 6.43543 -5.61224 3.66119  0.12
N: 6.69833 -3.66340 -1.60790  -0.03
C: 7.31279 -4.72135 -2.26615  -0.08
C: 6.15130 -5.53040 -2.56215  -0.14
C: 4.97178 -4.82988 -2.50991  -0.13
C: 5.31929 -3.66246 -1.83993  -0.13
H: 7.27153 -3.08102 -1.01430  0.14
H: 8.38595 -4.83820 -2.23343  0.09
H: 6.05081 -6.52598 -2.96850  0.08
H: 3.95727 -5.02228 -2.82639  0.10
H: 4.76133 -2.76517 -1.61646  0.10
N: -2.13479 4.70548 0.45828  -0.01
C: -2.50977 5.28971 -0.75159  -0.12
C: -2.06822 6.65752 -0.72748  -0.12
C: -1.61746 6.93943 0.56649  -0.12
C: -1.56857 5.69952 1.23976  -0.14
H: -2.01425 3.70540 0.53182  0.14
H: -2.90952 4.65410 -1.52787  0.09
H: -2.28743 7.37919 -1.50049  0.08
H: -1.13295 7.84421 0.90266  0.09
H: -1.25881 5.42882 2.23834  0.10
N: -7.94848 2.61877 -3.77784  0.01
C: -9.24199 2.27874 -3.73645  -0.12
C: -9.28704 0.86150 -4.06654  -0.12
C: -8.02447 0.41275 -4.26098  -0.16
C: -7.19639 1.46815 -4.03599  -0.15
H: -7.63522 3.56087 -3.59227  0.15
H: -10.02754 2.93435 -3.39079  0.10
H: -10.17361 0.24809 -4.13084  0.09
H: -7.79147 -0.61826 -4.48265  0.10
H: -6.12172 1.36123 -4.02916  0.10
N: -5.15375 -6.43502 4.23981  0.00
C: -5.76579 -7.66458 4.15527  -0.11
C: -4.83677 -8.61008 4.66514  -0.14
C: -3.67963 -7.98222 4.67513  -0.19
C: -3.80351 -6.62587 4.56358  -0.11
H: -5.47131 -5.57910 3.80780  0.14
H: -6.75052 -7.82592 3.74216  0.10
H: -5.10992 -9.65470 4.68935  0.10
H: -2.83425 -8.61745 4.89468  0.10
H: -3.12255 -5.80745 4.38224  0.10
N: 5.06353 8.68368 -0.20611  -0.02
C: 3.69752 8.42960 -0.21085  -0.13
C: 3.54096 7.05492 -0.41382  -0.14
C: 4.79940 6.48742 -0.34540  -0.15
C: 5.82277 7.45493 -0.28615  -0.07
H: 5.50778 9.57296 -0.02740  0.13
H: 2.99909 9.25238 -0.17056  0.10
H: 2.57848 6.58049 -0.53612  0.09
H: 4.92504 5.41723 -0.41822  0.09
H: 6.90181 7.47826 -0.32506  0.09
N: 0.57143 -0.45242 0.65958  -0.02
C: 1.26459 0.42795 -0.10562  -0.12
C: 0.84825 0.15770 -1.47844  -0.10
C: -0.23237 -0.73502 -1.38893  -0.14
C: -0.40494 -1.11450 -0.06827  -0.13
H: 0.68123 -0.60517 1.65191  0.15
H: 1.98903 1.13125 0.27774  0.10
H: 1.30261 0.68517 -2.30410  0.08
H: -0.90926 -0.95362 -2.20159  0.09
H: -1.03059 -1.89831 0.33250  0.10

structure (SMILES): c1cc[nH]c1.c1cc[nH]c1.c1cc[nH]c1.c1cc[nH]c1.c1cc[nH]c1.c1cc[nH]c1.NC(N)=O.NC(N)=O.CCCC#N
HOMO level: -7.7611 eV
electronic energy: -1922.7390 Ha
LUMO energy: -0.13 eV

---

ORCA calculation (wB97M-V/def2-TZVPD) on C30H46BeBrN3P2 as an isolated structure at a distorted geometry.

Last column: Löwdin charge in e.
Cartesian coordinates (Å):
N: 6.90711 0.92584 -0.54912  0.12
C: 6.59456 -0.31325 -0.96362  -0.07
C: 5.34207 -0.90729 -0.72649  0.04
C: 4.30142 -0.16023 -0.11875  -0.16
C: 4.69007 1.12322 0.37480  0.04
C: 5.98087 1.61544 0.12801  -0.08
C: 2.91963 -0.59369 -0.00281  0.13
Be: 0.71251 -0.65115 0.31157  0.12
P: -2.12006 0.31954 -1.12360  0.99
C: 1.91969 0.44880 -0.04480  -0.29
C: 1.63950 1.19665 -1.32531  -0.22
C: 1.63026 2.60595 -1.25048  -0.03
C: 1.12467 3.38065 -2.28815  -0.10
C: 0.46710 2.77082 -3.36406  -0.74
C: 0.60593 1.35554 -3.51288  -0.10
C: 1.37977 0.61353 -2.58332  -0.05
Br: -0.59505 3.75252 -4.47784  0.86
H: 2.75273 -1.65916 0.18196  0.13
H: 1.93267 1.16331 0.79473  0.10
H: 5.19203 -1.93742 -1.03549  0.13
H: 4.03566 1.73713 0.98660  0.12
H: 7.38584 -0.84734 -1.51510  0.13
H: 6.28155 2.61691 0.47728  0.13
H: 2.09924 3.10056 -0.39855  0.11
H: 1.75364 -0.38616 -2.85411  0.12
H: 1.20699 4.45440 -2.23850  0.11
H: 0.12879 0.86433 -4.35491  0.10
P: -0.01246 0.05586 2.23960  1.00
C: -2.64282 0.05604 -2.90108  -0.39
C: -3.75963 0.88195 -3.56020  -0.13
H: -2.94612 -0.99161 -2.98680  0.07
H: -1.72179 0.17695 -3.47698  0.03
H: -3.96499 0.45351 -4.55866  0.09
H: -4.70653 0.85600 -2.99677  0.06
H: -3.50703 1.94703 -3.71160  0.06
C: -2.81567 2.02473 -0.93918  -0.41
C: -4.23926 2.23288 -0.43692  -0.13
H: -2.71344 2.51387 -1.91616  0.06
H: -2.10302 2.53370 -0.27193  0.04
H: -4.32235 3.27736 -0.10310  0.09
H: -4.98843 2.10212 -1.22981  0.07
H: -4.51879 1.59240 0.40738  0.07
C: -3.39280 -0.75957 -0.28640  -0.41
C: -4.85249 -0.89551 -0.74239  -0.13
H: -3.41220 -0.46188 0.77565  0.05
H: -2.87851 -1.73328 -0.33810  0.06
H: -5.37655 -1.52624 -0.00391  0.09
H: -5.38001 0.06643 -0.75433  0.05
H: -4.98227 -1.36553 -1.72421  0.08
C: -1.53453 -0.82751 2.77659  -0.39
C: -1.50614 -1.32895 4.21054  -0.13
H: -1.71945 -1.64857 2.06141  0.07
H: -2.37424 -0.12801 2.63496  0.08
H: -0.82271 -2.17203 4.35763  0.08
H: -1.20055 -0.53161 4.89246  0.07
H: -2.50789 -1.66155 4.51012  0.09
C: -0.60361 1.78370 2.14890  -0.35
C: 0.40593 2.90107 2.41433  -0.12
H: -1.45427 1.89091 2.84576  0.11
H: -1.01097 1.89605 1.13498  0.04
H: 0.86242 2.81320 3.40450  0.07
H: 1.21374 2.94919 1.67272  0.05
H: -0.11228 3.87052 2.38833  0.10
C: 1.28031 0.08470 3.59382  -0.34
C: 2.22919 -1.11649 3.72881  -0.12
H: 0.74444 0.26237 4.54886  0.09
H: 1.89207 0.98473 3.38911  0.07
H: 3.13513 -0.97887 3.12114  0.07
H: 2.53175 -1.20872 4.78439  0.09
H: 1.79489 -2.08223 3.41481  0.04
N: 0.73213 -3.31068 1.71007  0.14
C: 0.50633 -3.35875 0.33775  -0.31
C: 0.30151 -4.54941 -0.34821  0.01
C: -0.06975 -4.53720 -1.68717  0.01
C: -0.24918 -3.29260 -2.31511  -0.02
C: -0.05894 -2.13542 -1.57962  -0.12
N: 0.40824 -2.16352 -0.30144  0.03
H: 0.26997 -2.55055 2.24223  0.05
H: 0.70943 -4.19948 2.19086  0.12
H: 0.39711 -5.47374 0.21673  0.13
H: -0.26818 -5.45483 -2.22914  0.13
H: -0.59280 -3.21467 -3.33432  0.12
H: -0.36110 -1.13773 -1.94798  0.04

net charge: +2
HOMO level (spin up / spin down): -13.2780 / -13.2787 eV
electronic energy: -4605.8777 Ha
ΔE to the lowest compared entry with this formula, charge and spin: 1.126 eV
LUMO energy (spin up / spin down): -8.70 / -8.70 eV

---

ORCA calculation (wB97M-V/def2-TZVPD) on C30H46BrN2PPdSi as an isolated structure at a distorted geometry.

Last column: natural (NBO) charge in e.
Cartesian coordinates (Å):
Pd: -0.05982 1.96153 0.20507  0.87
C: 0.07855 6.20380 -1.27329  -0.22
C: -0.36354 6.92266 -0.17059  -0.12
C: -0.53378 6.26712 1.03874  -0.20
C: -0.25952 4.90181 1.12426  0.16
N: 0.12224 4.21511 0.03274  -0.47
C: 0.28864 4.84036 -1.12601  0.05
C: -0.31854 4.13051 2.37879  0.17
C: -0.50958 4.71480 3.62961  -0.20
C: -0.43629 3.93071 4.76944  -0.12
C: -0.15491 2.57838 4.64102  -0.22
C: -0.01501 2.05477 3.36375  0.08
N: -0.11051 2.80632 2.27578  -0.48
H: 0.25365 6.68831 -2.22085  0.26
H: -0.57078 7.97976 -0.24883  0.25
H: -0.88807 6.81661 1.89473  0.24
H: 0.60854 4.22996 -1.96636  0.22
H: -0.70209 5.77118 3.71306  0.24
H: -0.57988 4.37425 5.74259  0.25
H: -0.04345 1.94489 5.50599  0.25
H: 0.20467 1.00048 3.21583  0.22
C: 1.97662 -2.18232 2.36869  -0.61
C: 1.51799 -3.19946 1.31662  -0.61
C: 2.24670 -4.52905 1.56240  -0.62
C: 0.01431 -3.41970 1.53078  -0.61
Si: 1.91315 -2.60614 -0.51285  2.15
Br: 1.23313 0.01003 -0.34395  -0.48
C: 3.79887 -2.35455 -0.99045  -0.60
C: 4.64006 -1.95327 0.22913  -0.62
C: 3.99429 -1.25602 -2.04290  -0.62
C: 4.34112 -3.67867 -1.54715  -0.62
C: 0.65333 -3.16254 -1.91419  -0.61
C: 0.64359 -4.69701 -1.99016  -0.62
C: 1.08177 -2.60929 -3.28052  -0.62
C: -0.78445 -2.68590 -1.66012  -0.61
H: 1.71543 -2.55026 3.35852  0.22
H: 1.48157 -1.22442 2.22746  0.20
H: 3.04815 -2.02427 2.35058  0.22
H: 2.00039 -4.89995 2.55577  0.23
H: 3.32522 -4.40938 1.51236  0.22
H: 1.95278 -5.28578 0.83973  0.22
H: -0.16239 -3.69457 2.56906  0.23
H: -0.36772 -4.22896 0.91655  0.22
H: -0.55233 -2.51398 1.32475  0.21
H: 4.26601 -1.03856 0.68187  0.21
H: 5.66250 -1.76544 -0.09119  0.23
H: 4.67811 -2.73764 0.97849  0.21
H: 3.69374 -0.28729 -1.65626  0.21
H: 3.44695 -1.44874 -2.95703  0.22
H: 5.04909 -1.19242 -2.29813  0.23
H: 4.22226 -4.49159 -0.83634  0.22
H: 5.40322 -3.57281 -1.75869  0.24
H: 3.84578 -3.95600 -2.47285  0.22
H: 1.63321 -5.09494 -2.19570  0.22
H: -0.01968 -5.01394 -2.79318  0.23
H: 0.28150 -5.14097 -1.06660  0.22
H: 2.03768 -3.01548 -3.59670  0.22
H: 1.14149 -1.52346 -3.26390  0.21
H: 0.34814 -2.89411 -4.03221  0.22
H: -1.23925 -3.18925 -0.81503  0.22
H: -1.38884 -2.91456 -2.53556  0.22
H: -0.83063 -1.61264 -1.48936  0.20
C: -3.01646 3.61145 -0.86898  -0.94
P: -2.23722 1.94666 -0.80822  1.02
C: -2.00153 1.61478 -2.59180  -0.95
C: -3.65499 0.93191 -0.29373  -0.39
C: -4.31915 1.26535 0.88791  -0.14
C: -5.50916 0.63822 1.20892  -0.21
C: -6.03231 -0.33237 0.36611  -0.16
C: -5.34887 -0.69615 -0.78333  -0.18
C: -4.15405 -0.07894 -1.10961  -0.20
H: -3.13727 4.02385 0.13226  0.25
H: -3.99509 3.51212 -1.33832  0.27
H: -2.40750 4.29280 -1.46013  0.25
H: -2.93995 1.75963 -3.12680  0.27
H: -1.63822 0.60191 -2.76289  0.26
H: -1.26214 2.31933 -2.97649  0.25
H: -3.90663 2.02281 1.54261  0.20
H: -6.03663 0.90991 2.11104  0.24
H: -6.97447 -0.80295 0.60480  0.24
H: -5.75187 -1.45537 -1.43526  0.24
H: -3.62986 -0.37298 -2.00529  0.22

net charge: +2
HOMO level (spin up / spin down): -13.9045 / -14.4624 eV
electronic energy: -4612.5448 Ha
ΔE to the lowest compared entry with this formula, charge and spin: 0.702 eV
multiplicity: 3
LUMO energy (spin up / spin down): -5.90 / -7.73 eV